Record 1
C5H10O | wB97M-V/def2-TZVPD

Summary:
HOMO = -0.3723 Ha
multiplicity = 1
total energy = -7393.653 eV
SMILES string = OCC1CCC1
energy relative to the best compared isomer or geometry (same formula, charge and spin) = 1.1126 eV
net charge = 0

CARTESIAN COORDINATES (ANGSTROEM)
O: 2.614 0.270 0.109
C: 1.449 -0.409 0.530
C: 0.288 -0.068 -0.365
C: -0.951 -0.929 -0.071
C: -1.835 0.310 -0.325
C: -0.575 1.200 -0.175
H: 3.253 0.262 0.828
H: 1.538 -1.509 0.469
H: 1.207 -0.171 1.578
H: 0.609 -0.157 -1.409
H: -0.965 -1.223 0.987
H: -1.093 -1.827 -0.681
H: -2.230 0.325 -1.345
H: -2.657 0.478 0.377
H: -0.479 1.627 0.831
H: -0.436 2.002 -0.907

Record 2
C5H10O | wB97M-V/def2-TZVPD

Summary:
HOMO = -0.3545 Ha
multiplicity = 1
total energy = -7393.063 eV
SMILES string = CCC1COC1
energy relative to the best compared isomer or geometry (same formula, charge and spin) = 1.7024 eV
net charge = 0

CARTESIAN COORDINATES (ANGSTROEM)
C: 1.278 -0.447 -1.461
C: -0.156 -0.222 -1.042
C: -0.236 0.566 0.223
C: -1.547 0.668 1.059
O: -0.876 0.257 2.286
C: 0.282 -0.207 1.465
H: 1.907 0.487 -1.479
H: 1.358 -0.868 -2.462
H: 1.839 -1.202 -0.814
H: -0.642 0.371 -1.891
H: -0.670 -1.196 -1.026
H: 0.245 1.503 0.025
H: -2.311 -0.142 0.782
H: -2.063 1.591 1.152
H: 0.260 -1.266 1.351
H: 1.331 0.105 1.831